Record 1
{
  "formula": "C12H33FN3O3Pd2",
  "method": "wB97M-V/def2-TZVPD",
  "elements": ["Pd", "Pd", "F", "O", "O", "O", "N", "N", "N", "C", "C", "C", "C", "C", "C", "C", "C", "C", "C", "C", "C", "H", "H", "H", "H", "H", "H", "H", "H", "H", "H", "H", "H", "H", "H", "H", "H", "H", "H", "H", "H", "H", "H", "H", "H", "H", "H", "H", "H", "H", "H", "H", "H", "H"],
  "positions_angstrom": [[0.79813, -3.34497, -0.68372], [3.19833, -0.08994, -0.02354], [1.38817, -1.38520, -0.57996], [-2.75393, -0.06040, -2.37045], [-0.50826, -3.07203, -2.35393], [4.50458, 3.29426, 3.28986], [-0.21766, 0.89264, 0.11683], [2.25973, 0.79413, 1.73989], [-1.07615, -2.85085, 0.24718], [-2.59619, 1.52870, 0.01695], [2.72214, 2.16900, 2.17587], [3.95143, 2.02715, 3.06239], [-3.54691, -2.82315, -0.18431], [-1.51210, 0.39036, -1.95480], [-1.89125, -2.77044, -2.03424], [-1.54720, 0.53861, -0.43037], [-2.94619, -0.00832, -3.77410], [-2.18275, -3.31478, -0.65913], [5.61651, 3.45543, 4.12427], [-0.08532, -2.60666, -3.65075], [1.60474, 2.89064, 2.92338], [-0.72881, -0.35022, -2.22004], [-3.89922, -3.34324, 0.70759], [-1.84272, -0.45603, -0.06033], [-3.56177, 1.28997, -0.41910], [1.93385, 3.82973, 3.37244], [2.19119, 0.22744, 2.58827], [-1.26517, -3.24267, 1.17545], [0.42609, 0.13875, -0.10491], [-2.52912, -3.22039, -2.79516], [3.75307, 1.54970, 4.03865], [-2.30379, -0.73186, -4.28648], [0.97995, -2.37636, -3.62122], [-2.33167, 2.53495, -0.32700], [-1.21026, -1.84495, 0.39839], [-2.05421, -1.68355, -2.06658], [-2.72619, 0.99400, -4.15591], [1.25535, 0.92889, 1.49704], [-1.25049, 1.34949, -2.42866], [-0.59507, -1.67906, -3.91390], [2.99527, 2.74577, 1.29162], [0.78098, 3.10505, 2.24331], [6.43355, 2.79912, 3.77486], [-2.19205, -4.40370, -0.74997], [1.20923, 2.28889, 3.74894], [-3.55162, -1.75032, 0.02979], [5.88877, 4.50418, 4.14752], [4.74831, 1.39246, 2.62555], [0.14432, 1.67908, -0.42798], [5.35422, 3.10380, 5.14527], [-2.65790, 1.56399, 1.10286], [-4.30427, -2.99784, -0.95087], [-0.27685, -3.37828, -4.39359], [-3.99282, -0.22100, -3.96320]],
  "nbo_charge": [1.361, 0.831, -0.802, -0.553, -0.568, -0.024, -0.886, -0.895, -0.798, -0.629, -0.083, -0.138, -0.640, -0.088, -0.123, -0.023, -0.255, -0.097, -0.311, -0.263, -0.647, 0.144, 0.250, 0.136, 0.248, 0.251, 0.393, 0.420, 0.371, 0.234, 0.271, 0.155, 0.208, 0.221, 0.407, 0.247, 0.201, 0.448, 0.198, 0.204, 0.230, 0.256, 0.286, 0.234, 0.230, 0.224, 0.276, 0.270, 0.365, 0.297, 0.228, 0.264, 0.231, 0.228],
  "e_lumo_ev": [-9.453, -13.724],
  "total_charge": 3,
  "orbital_gap_ha": [0.293, 0.136],
  "spin_multiplicity": 5,
  "homo_ev": [-17.424, -17.421],
  "s2": 6.010,
  "fmax_ev_per_a": 1.2,
  "e_above_lowest_kj_mol": 205.6
}

---

Record 2
{
  "formula": "C4H10O3",
  "method": "wB97M-V/def2-TZVPD",
  "elements": ["O", "O", "O", "C", "C", "C", "C", "H", "H", "H", "H", "H", "H", "H", "H", "H", "H"],
  "positions_angstrom": [[1.72614, 0.03604, -0.88999], [-0.22554, 1.95836, -0.91828], [-1.82257, 0.04204, -0.38326], [-2.41161, -0.38564, 0.82002], [0.09807, -0.47051, -0.80595], [-0.21419, 0.81545, -0.21553], [2.50782, -0.25456, 0.24273], [3.06004, 0.64317, 0.54262], [-0.11655, 1.75262, -1.85918], [-2.45731, -1.48131, 0.87398], [1.93819, -0.58964, 1.12412], [-3.42892, 0.01339, 0.89884], [-0.02789, 0.96383, 0.84234], [0.13553, -1.32668, -0.14186], [-1.86697, -0.03841, 1.71288], [3.22818, -1.05012, 0.01134], [-0.12243, -0.62801, -1.85480]],
  "nbo_charge": [-0.652, -0.634, -0.666, -0.253, -0.084, 0.418, -0.254, 0.178, 0.491, 0.161, 0.147, 0.182, 0.194, 0.221, 0.152, 0.170, 0.229],
  "e_lumo_ev": 0.882,
  "total_charge": 0,
  "orbital_gap_ha": 0.363,
  "spin_multiplicity": 1,
  "homo_ev": -8.986,
  "fmax_ev_per_a": 5.2,
  "e_above_lowest_kj_mol": 439.5
}

---

Record 3
{
  "formula": "C5H13NO",
  "method": "wB97M-V/def2-TZVPD",
  "elements": ["O", "N", "C", "C", "C", "C", "C", "H", "H", "H", "H", "H", "H", "H", "H", "H", "H", "H", "H", "H"],
  "positions_angstrom": [[-1.71725, 2.33626, 3.24788], [-0.88792, 0.29692, 0.55395], [-0.84472, -0.87687, 1.35844], [2.58860, -0.73865, -2.10546], [1.33290, -0.02113, -1.64676], [-1.08984, 0.09029, -0.84614], [0.14275, -0.57564, -1.47377], [0.13697, -1.66216, -1.57093], [-0.19067, -1.61579, 0.88814], [-1.96928, -0.51307, -1.13507], [-1.81458, -1.36605, 1.58400], [1.44691, 1.05280, -1.53607], [-0.34430, -0.76457, 2.32663], [2.99496, -1.42713, -1.36436], [-1.93637, 3.04335, 3.85179], [-1.22176, 0.98456, -1.46754], [2.51197, -1.20204, -3.08529], [3.30491, 0.08300, -2.21828], [-1.39243, 1.06263, 0.96019], [-1.05086, 1.81326, 3.67865]],
  "nbo_charge": [-0.943, -0.642, -0.412, -0.653, -0.163, -0.253, -0.196, 0.180, 0.197, 0.161, 0.162, 0.186, 0.191, 0.217, 0.473, 0.210, 0.219, 0.210, 0.384, 0.472],
  "e_lumo_ev": 0.826,
  "total_charge": 0,
  "orbital_gap_ha": 0.335,
  "spin_multiplicity": 1,
  "homo_ev": -8.278,
  "fmax_ev_per_a": 2.1,
  "smiles": "C/C=C/CNC.O",
  "e_above_lowest_kj_mol": 193.5
}

---

Record 4
{
  "formula": "C4H24N2O6",
  "method": "wB97M-V/def2-TZVPD",
  "elements": ["O", "O", "O", "O", "O", "O", "N", "N", "C", "C", "C", "C", "H", "H", "H", "H", "H", "H", "H", "H", "H", "H", "H", "H", "H", "H", "H", "H", "H", "H", "H", "H", "H", "H", "H", "H"],
  "positions_angstrom": [[-3.35721, 0.61475, 2.53241], [3.07672, -0.78613, -1.23091], [2.60359, 1.85499, -1.05156], [0.97267, -2.83650, -0.65476], [-0.36347, -2.38100, -3.31042], [0.13300, 3.01958, -0.01389], [-2.28610, 1.68466, 0.09119], [-0.21510, -1.01355, 1.18671], [-1.99214, 0.54280, -0.77205], [0.59383, -1.17654, 2.40515], [0.15384, 0.26422, 0.49876], [-0.48208, 0.30366, -0.90141], [0.02551, 1.09700, -1.41460], [3.55839, 1.98944, -0.90785], [2.39641, 0.91994, -0.89637], [2.27152, -1.29299, -1.14819], [-0.09537, 1.12182, 1.12470], [0.53189, -2.18699, 2.79636], [0.36972, -0.47882, 3.21025], [0.21794, -2.59962, -0.06748], [-2.40126, 0.60848, -1.78610], [-2.73008, 0.94001, 3.20069], [-2.96369, 0.90644, 1.68812], [-0.28863, -0.71217, -1.22950], [-0.48467, -3.01311, -2.58664], [3.66776, -1.16377, -0.57665], [1.40540, -3.60677, -0.29834], [-2.46791, -0.38214, -0.43710], [0.96403, 2.84112, -0.46982], [1.62921, -0.96567, 2.13701], [-0.00998, 3.98254, -0.09937], [-1.19877, -0.95104, 1.43477], [-1.52418, 2.34369, 0.15296], [1.24727, 0.27155, 0.45972], [-3.22432, 1.98908, -0.13225], [0.26626, -1.74892, -2.93351]],
  "nbo_charge": [-0.981, -0.961, -0.994, -1.007, -0.939, -0.982, -0.907, -0.674, -0.219, -0.412, -0.227, -0.431, 0.220, 0.483, 0.502, 0.501, 0.204, 0.197, 0.178, 0.513, 0.183, 0.459, 0.489, 0.207, 0.475, 0.475, 0.480, 0.175, 0.516, 0.186, 0.481, 0.374, 0.415, 0.175, 0.378, 0.467],
  "e_lumo_ev": 0.307,
  "total_charge": 0,
  "orbital_gap_ha": 0.346,
  "spin_multiplicity": 1,
  "homo_ev": -9.097,
  "fmax_ev_per_a": 2.3,
  "smiles": "CNCCCN.O.O.O.O.O.O",
  "e_above_lowest_kj_mol": 87.6
}

---

Record 5
{
  "formula": "H3N3O2S",
  "method": "wB97M-V/def2-TZVPD",
  "elements": ["S", "O", "O", "N", "N", "N", "H", "H", "H"],
  "positions_angstrom": [[-1.12791, 1.10268, 2.44434], [0.96581, -1.70495, -0.51001], [-1.01763, -1.35407, -1.40952], [0.53943, 0.44429, -1.31509], [0.07435, -1.08839, -1.02131], [1.63661, 0.66460, -0.99140], [-1.36905, 0.07372, 1.62702], [2.11626, -0.15043, -0.57413], [-1.81787, 2.01256, 1.75011]],
  "nbo_charge": [-0.288, -0.391, -0.273, 0.013, 0.516, -0.272, 0.142, 0.408, 0.147],
  "e_lumo_ev": [-0.027, -3.527],
  "total_charge": 0,
  "orbital_gap_ha": [0.279, 0.234],
  "spin_multiplicity": 3,
  "homo_ev": [-7.628, -9.896],
  "s2": 2.014,
  "fmax_ev_per_a": 2.2,
  "e_above_lowest_kj_mol": 113.7
}

---

Record 6
{
  "formula": "C22H17BaBr2F3N3O",
  "method": "wB97M-V/def2-TZVPD",
  "elements": ["Ba", "Br", "Br", "F", "F", "F", "O", "N", "N", "N", "C", "C", "C", "C", "C", "C", "C", "C", "C", "C", "C", "C", "C", "C", "C", "C", "C", "C", "C", "C", "C", "C", "H", "H", "H", "H", "H", "H", "H", "H", "H", "H", "H", "H", "H", "H", "H", "H", "H"],
  "positions_angstrom": [[0.79758, 0.61484, -1.61154], [4.32085, -3.47782, -1.56054], [-0.09060, -7.01495, -1.46494], [0.11262, 0.65007, 6.00621], [1.84937, 1.94209, 5.74000], [2.11475, -0.21348, 5.89098], [2.07837, -1.29176, -1.67295], [1.66843, 3.60536, -1.69514], [0.91981, 0.24904, 1.17614], [-0.63870, -1.72552, -1.70860], [-0.67513, 4.19010, -2.10667], [2.44633, -3.66759, -1.73967], [1.93775, -5.02913, -1.66722], [1.65045, -2.55189, -1.76903], [-2.01666, 4.23593, -1.70148], [-1.33121, 3.63673, 0.51482], [1.29760, 0.72405, 5.38138], [-0.01618, 0.94779, 3.24293], [-1.69187, -4.27128, -1.71373], [-2.79964, -0.64249, -1.63026], [1.14912, 0.57307, 3.90578], [-0.27811, -4.12046, -1.70813], [2.04847, -0.09936, 1.81895], [0.61704, -5.22492, -1.60245], [2.21247, 0.03308, 3.18568], [-0.09751, 0.77320, 1.86875], [-1.93315, -1.88596, -1.69867], [-2.32441, 3.95301, -0.38332], [0.20704, -2.79334, -1.71917], [-2.48185, -3.17021, -1.69023], [-0.01473, 3.52595, 0.10387], [0.32555, 3.79963, -1.22131], [-1.57636, 3.48438, 1.57125], [-0.44036, 4.37283, -3.15136], [1.81336, 4.06528, -2.57275], [-2.60212, 0.03878, -2.47350], [-3.32763, 4.07429, 0.01253], [-1.02047, 0.98435, 1.34903], [2.57248, -5.90675, -1.58973], [-2.60502, -0.01665, -0.73908], [2.77522, -0.56891, 1.17052], [-3.85053, -0.86826, -1.65412], [-0.87662, 1.36628, 3.76532], [0.73330, 3.21196, 0.82769], [3.10724, -0.32941, 3.65883], [2.36428, 3.95272, -1.03864], [-2.77141, 4.48275, -2.43326], [-3.56051, -3.34196, -1.75536], [-2.09869, -5.27546, -1.71781]],
  "mulliken_charge": [1.782, -0.163, -0.190, -0.246, -0.248, -0.246, -0.832, -0.363, -0.104, -0.344, -0.461, -0.066, -0.373, 0.738, -0.609, -0.556, 0.762, -0.270, -0.692, -1.272, 0.217, 1.285, -0.737, -0.325, -0.523, -0.706, 0.625, -0.614, -0.477, -0.744, -0.027, 0.108, 0.481, 0.339, 0.219, 0.286, 0.438, 0.565, 0.410, 0.193, 0.537, 0.400, 0.466, 0.440, 0.492, 0.261, 0.445, 0.334, 0.368],
  "e_lumo_ev": -3.048,
  "total_charge": 1,
  "orbital_gap_ha": 0.263,
  "spin_multiplicity": 1,
  "homo_ev": -10.201,
  "fmax_ev_per_a": 1.8,
  "e_above_lowest_kj_mol": 0.0
}